[1]
Density functional theory data (wB97M-V/def2-TZVPD) for a molecular structure, C29H54F3N4NbO6PS in a non-equilibrium geometry.

Summary:
HOMO level (eV): -4.173
Energy above the lowest of the compared OMol25 structures with the same formula, charge and spin (kcal per mole): 0.00
Net charge: -1
Orbital gap (eV): 5.9
LUMO (eV): 1.6928

XYZ file:
```
99
C29H54F3N4NbO6PS (wB97M-V/def2-TZVPD)
C 1.16 -0.51 4.55
C -0.02 0.48 4.64
C 0.03 1.62 3.61
C 0.52 1.16 2.21
O -0.12 1.95 1.22
Nb -1.26 1.09 -0.21
C -2.42 0.44 -2.01
C -3.45 -0.70 -1.86
N -2.78 -2.02 -1.84
C -3.54 -3.07 -1.12
C -2.60 -3.74 -0.07
C -2.33 -2.45 -3.12
C -3.22 -2.41 -4.36
O -1.20 -2.89 -3.24
C -2.66 2.89 -0.07
N -2.67 3.80 -1.25
C -2.59 5.19 -0.79
C 0.14 -0.70 -0.53
C 1.54 -0.39 -0.86
O 2.36 0.02 -0.03
C 2.08 -0.61 -2.26
C 3.42 -0.88 -2.40
C 3.92 -1.04 -3.66
C 3.15 -0.95 -4.78
C 1.81 -0.73 -4.65
C 1.31 -0.56 -3.39
C -2.44 -0.17 1.27
C -3.57 0.52 2.06
O -3.54 -0.02 3.40
C -4.99 0.15 1.56
F -5.39 0.83 0.48
F -5.15 -1.16 1.40
F -5.87 0.49 2.54
P 0.16 2.58 -1.89
S -0.50 2.70 -3.76
H 2.05 -0.07 4.10
H 0.84 -1.37 3.95
H 1.38 -0.86 5.56
H 0.04 0.95 5.63
H -1.00 0.00 4.60
H 0.71 2.39 3.98
H -0.94 2.12 3.47
H 1.59 1.40 2.18
H 0.45 0.07 2.12
H -2.96 1.31 -2.43
H -1.72 0.14 -2.80
H -4.13 -0.65 -2.72
H -4.08 -0.62 -0.98
H -4.46 -2.71 -0.68
H -3.74 -3.86 -1.86
H -3.13 -3.98 0.85
H -2.04 -4.57 -0.49
H -1.86 -2.99 0.20
H -2.60 -2.66 -5.21
H -3.56 -1.38 -4.53
H -4.07 -3.10 -4.30
H -2.30 3.48 0.78
H -3.70 2.61 0.16
H -3.56 3.73 -1.73
H -3.30 5.37 0.04
H -2.83 5.90 -1.58
H -1.59 5.39 -0.38
H -0.28 -1.29 -1.36
H 0.05 -1.31 0.37
H 4.07 -0.95 -1.54
H 4.99 -1.25 -3.76
H 3.57 -1.06 -5.78
H 1.12 -0.65 -5.48
H 0.24 -0.37 -3.28
H -1.73 -0.52 2.02
H -2.85 -1.09 0.84
H -3.47 1.59 2.22
H -3.58 -0.98 3.33
H 1.55 2.30 -1.81
H 0.04 3.89 -1.35
C 4.00 3.57 3.38
O 4.23 2.48 3.89
N 4.15 3.86 2.08
C 3.86 5.18 1.55
C 4.62 2.83 1.17
H 3.64 4.42 3.98
H 3.07 5.11 0.80
H 4.76 5.60 1.10
H 3.52 5.84 2.35
H 3.92 1.99 1.19
H 5.60 2.47 1.49
H 4.68 3.22 0.16
C 1.63 -4.27 0.17
O 0.88 -3.88 1.04
N 2.98 -4.33 0.28
C 3.82 -4.79 -0.80
C 3.59 -3.89 1.52
H 1.26 -4.62 -0.81
H 4.39 -5.66 -0.47
H 4.50 -4.00 -1.10
H 3.21 -5.08 -1.66
H 3.22 -4.50 2.35
H 3.33 -2.85 1.72
H 4.67 -3.99 1.46
```

---

[2]
Density functional theory data (wB97M-V/def2-TZVPD) for a molecular structure, C29H54N3OP2Pt in a non-equilibrium geometry.

Summary:
HOMO level (spin up / spin down) (eV): -8.088 / -10.306
Energy above the lowest of the compared OMol25 structures with the same formula, charge and spin (kcal per mole): 21.15
Net charge: +1
Orbital gap (spin up / spin down) (eV): 5.6 / 7.8
LUMO (spin up / spin down) (eV): -2.5221 / -2.5482
2S+1: 3

XYZ file:
```
90
C29H54N3OP2Pt (wB97M-V/def2-TZVPD)
C -0.74 -0.30 -3.03
C -2.33 -1.27 -1.55
C -1.49 -0.70 -4.14
C -3.11 -1.70 -2.64
C -2.69 -1.40 -3.94
H -1.13 -0.47 -5.14
H -4.02 -2.27 -2.46
H -3.29 -1.71 -4.80
N -1.18 -0.56 -1.76
P 1.72 -0.14 -1.70
P -2.19 -0.19 1.02
C 0.62 0.36 -3.15
H 1.05 0.16 -4.15
H 0.51 1.45 -3.04
C 1.17 0.30 1.50
O 1.85 0.45 2.45
C -2.59 -1.66 -0.13
H -3.60 -2.08 -0.01
C -2.40 -0.86 2.82
C -3.56 1.11 0.67
C 2.39 -1.88 -2.14
C 3.15 1.12 -1.76
C -1.00 -1.13 3.41
H -0.55 -0.20 3.79
H -1.12 -1.82 4.27
H -0.30 -1.57 2.69
C -3.06 0.20 3.73
H -2.45 1.12 3.79
H -4.08 0.47 3.42
H -3.12 -0.22 4.75
C -3.24 -2.15 2.84
H -3.69 -2.27 3.84
H -4.05 -2.14 2.10
H -2.61 -3.03 2.65
C -3.32 2.36 1.55
H -2.28 2.41 1.91
H -3.49 3.26 0.92
H -4.00 2.42 2.40
C -3.44 1.56 -0.80
H -2.39 1.65 -1.13
H -3.97 0.89 -1.49
H -3.90 2.56 -0.89
C -4.98 0.55 0.88
H -4.98 -0.52 1.11
H -5.44 1.08 1.74
H -5.62 0.73 0.00
C 4.13 0.80 -0.60
H 4.99 1.50 -0.66
H 3.64 0.95 0.38
H 4.52 -0.22 -0.65
C 2.59 2.54 -1.52
H 1.75 2.77 -2.18
H 2.26 2.67 -0.48
H 3.40 3.27 -1.72
C 3.89 1.13 -3.12
H 3.19 0.92 -3.95
H 4.30 2.14 -3.29
H 4.72 0.41 -3.17
C 1.21 -2.65 -2.76
H 0.98 -2.32 -3.78
H 1.48 -3.72 -2.81
H 0.31 -2.56 -2.13
C 2.77 -2.56 -0.81
H 2.03 -3.33 -0.56
H 3.76 -3.04 -0.93
H 2.84 -1.84 0.02
C 3.55 -1.92 -3.14
H 3.34 -1.35 -4.06
H 4.50 -1.56 -2.72
H 3.71 -2.98 -3.44
Pt 0.00 0.00 0.00
N -0.24 -2.15 0.30
C -1.40 -2.66 0.19
C -1.67 -4.19 0.23
C -3.16 -4.56 0.14
C -0.93 -4.84 -0.96
C -1.07 -4.76 1.54
H -3.76 -4.13 0.96
H -3.60 -4.24 -0.82
H -3.27 -5.66 0.19
H 0.15 -4.67 -0.86
H -1.12 -5.93 -0.98
H -1.27 -4.41 -1.92
H -1.80 -5.42 2.04
H -0.16 -5.34 1.31
H -0.80 -3.96 2.25
N -0.18 2.03 -0.29
H -0.31 2.35 -1.28
H 0.50 2.57 0.26
H -1.01 2.35 0.23
```

---

[3]
Density functional theory data (wB97M-V/def2-TZVPD) for 6 unconnected molecules or ions with the total composition C29H54N7O3P in a non-equilibrium geometry.

Summary:
HOMO level (eV): -8.395
Structure (SMILES): CCN(CCOC(=O)NP(C)C)C(C)=O.CCCC#N.CCCC#N.CCCC#N.CCCC#N.CCCC#N
Orbital gap (eV): 9.0
LUMO (eV): 0.5973

XYZ file:
```
94
C29H54N7O3P (wB97M-V/def2-TZVPD)
C 2.58 -3.25 -2.81
C 2.04 -1.83 -2.60
N 0.67 -1.69 -3.11
C 0.53 -1.10 -4.44
C 0.65 0.41 -4.50
O 2.02 0.85 -4.58
C 2.53 1.46 -3.50
O 1.96 1.56 -2.44
N 3.84 1.94 -3.77
P 5.18 0.86 -3.46
C 4.88 0.08 -1.81
C 4.91 -0.50 -4.65
C -0.38 -1.37 -2.24
C -0.07 -0.90 -0.84
O -1.53 -1.46 -2.62
H 3.14 -3.58 -1.92
H 1.77 -3.96 -2.97
H 3.27 -3.31 -3.65
H 2.07 -1.58 -1.55
H 2.69 -1.13 -3.13
H 1.27 -1.55 -5.11
H -0.45 -1.37 -4.83
H 0.19 0.77 -5.42
H 0.15 0.89 -3.66
H 3.96 2.77 -3.20
H 4.76 -1.00 -1.88
H 5.78 0.28 -1.22
H 4.02 0.50 -1.29
H 4.08 -0.31 -5.33
H 5.82 -0.60 -5.24
H 4.73 -1.45 -4.15
H -0.95 -0.42 -0.43
H 0.78 -0.22 -0.80
H 0.16 -1.74 -0.18
C -4.13 -0.02 2.71
C -3.36 0.24 4.00
C -1.95 0.77 3.76
C -1.14 -0.18 2.99
N -0.53 -0.94 2.38
H -3.65 -0.78 2.11
H -5.14 -0.36 2.94
H -4.21 0.89 2.11
H -3.31 -0.68 4.59
H -3.90 0.97 4.61
H -1.44 0.97 4.70
H -1.98 1.71 3.20
C 4.82 -7.46 1.05
C 3.70 -6.43 1.06
C 2.73 -6.59 -0.12
C 3.41 -6.43 -1.41
N 3.95 -6.30 -2.41
H 5.44 -7.37 0.15
H 5.47 -7.34 1.91
H 4.42 -8.48 1.07
H 4.13 -5.43 1.04
H 3.13 -6.52 1.98
H 1.94 -5.85 -0.06
H 2.27 -7.58 -0.10
C -8.50 2.51 2.30
C -8.68 1.01 2.48
C -9.05 0.62 3.91
C -8.01 1.01 4.87
N -7.18 1.33 5.59
H -7.68 2.88 2.92
H -8.28 2.76 1.26
H -9.41 3.05 2.58
H -7.76 0.49 2.19
H -9.47 0.65 1.81
H -9.19 -0.46 4.00
H -9.98 1.10 4.21
C 10.56 -0.97 0.67
C 10.09 0.47 0.68
C 8.82 0.69 -0.16
C 9.04 0.34 -1.57
N 9.23 0.06 -2.66
H 10.83 -1.30 -0.34
H 11.45 -1.09 1.30
H 9.79 -1.64 1.05
H 10.88 1.13 0.30
H 9.88 0.79 1.70
H 8.50 1.73 -0.12
H 8.01 0.07 0.22
C -7.69 6.81 2.81
C -7.87 7.50 1.47
C -9.30 7.39 0.93
C -9.69 5.99 0.73
N -9.95 4.88 0.58
H -7.88 5.74 2.74
H -6.67 6.94 3.18
H -8.37 7.23 3.56
H -7.18 7.08 0.74
H -7.62 8.56 1.56
H -9.40 7.91 -0.02
H -10.01 7.84 1.63
```

---

| no. | calculated total energy (eV) |
| --- | --- |
| 1 | -79019.428 |
| 2 | -59284.614 |
| 3 | -56810.574 |